Model a:
C7H14O2 | ωB97M-V/def2-TZVPD

## Properties
SMILES ... C1CCCC1.CC(=O)O
HOMO ... -9.838 eV
Orbital gap ... 10.473 eV
LUMO energy ... 0.63 eV

Structure (ORCA input):
```
! RIJCOSX wB97M-V def2-TZVPD def2/J DEFGRID3
* xyz 0 1
C 1.2083 0.1236 -2.1521
C 2.3706 -0.8462 -1.9039
C -1.1581 -1.1667 1.5962
C -2.2881 -0.2569 1.7001
C -1.5248 1.0982 2.0223
C 0.0008 0.7509 1.9568
C 0.0254 -0.3640 1.0393
H -0.4787 0.4811 -1.7190
H 3.3912 -0.5161 -2.3037
H 2.4409 -1.0046 -0.8111
H 2.1122 -1.8324 -2.3926
H -0.7778 -1.5268 2.5450
H -1.2444 -2.0925 1.0577
H -3.0340 -0.6187 2.5604
H -2.6859 0.0370 0.7316
H -1.9801 1.4332 2.9273
H -1.7504 1.9153 1.4227
H 0.4269 0.6201 2.9157
H 0.4363 1.7500 1.7461
H 0.8347 -1.0898 1.2587
H 0.0149 0.0031 -0.0690
O 1.2183 1.0512 -2.9488
O 0.0928 -0.2502 -1.4790
*
```

=====

Model b:
C7H14O2 | ωB97M-V/def2-TZVPD

## Properties
HOMO ... -7.832 eV
Orbital gap ... 8.641 eV
LUMO energy ... 0.81 eV

Structure (ORCA input):
```
! RIJCOSX wB97M-V def2-TZVPD def2/J DEFGRID3
* xyz 0 1
C -0.4364 0.3507 -0.2908
C -0.0036 -0.6033 0.7253
C -1.5870 -0.3462 -0.9754
C -2.0007 -0.7810 0.4100
C 2.2067 1.0911 -0.8594
C -0.6615 1.8051 0.0533
C 0.5018 -1.9957 0.4558
O 1.1111 0.3024 -1.2101
O 0.4953 -0.0447 1.8771
H 1.3442 -0.4529 2.0984
H -1.2937 -1.1530 -1.6463
H -2.2637 0.3340 -1.4918
H -2.1763 -1.8361 0.5889
H -2.6436 -0.1243 0.9868
H 1.9655 2.1590 -0.7319
H 2.9788 1.0467 -1.6428
H 2.6803 0.7552 0.0804
H -0.5946 2.3889 -0.8671
H 0.0860 2.1689 0.7568
H -1.6420 1.9726 0.5059
H 1.5913 -1.9695 0.3801
H 0.2307 -2.6703 1.2736
H 0.1113 -2.3977 -0.4767
*
```

=====

Which one sits at the bottom of the stability order? model b does.

=====

Model a:
C62H61AsN4O4PRbS3 | ωB97M-V/def2-TZVPD

## Properties
HOMO ... -1.986 eV
Orbital gap ... 5.316 eV
LUMO energy ... 3.33 eV

Structure (ORCA input):
```
! RIJCOSX wB97M-V def2-TZVPD def2/J DEFGRID3
* xyz -2 1
Rb -1.1556 0.1417 0.8023
C -1.7488 0.8671 5.8423
C -3.0867 0.6270 5.2098
C -4.2065 1.3485 5.5908
C -5.4281 1.1433 4.9736
C -5.5207 0.2347 3.9337
C -4.4263 -0.5125 3.5231
C -4.5296 -1.4530 2.3709
C -3.2029 -0.3271 4.1887
N -2.0821 -1.0179 3.7806
C -1.7320 -2.1636 4.2096
C -2.4828 -2.9173 5.2877
C -0.5374 -2.7907 3.6451
C -0.0702 -4.1049 4.2384
N 0.0681 -2.2021 2.6942
C 1.1859 -2.6720 2.0382
C 2.4344 -2.1200 2.3659
C 2.5298 -1.1376 3.4912
C 3.5538 -2.4918 1.6411
C 3.4586 -3.4311 0.6310
C 2.2306 -3.9953 0.3382
C 1.0791 -3.6350 1.0221
C -0.2441 -4.2238 0.6436
H -1.8066 1.6674 6.5775
H -1.0290 1.1524 5.0740
H -1.3708 -0.0328 6.3311
H -4.1177 2.0808 6.3815
H -6.2995 1.6977 5.2983
H -6.4636 0.0987 3.4218
H -5.5426 -1.8373 2.2733
H -3.8305 -2.2809 2.4592
H -4.2742 -0.9271 1.4415
H -3.3704 -2.3528 5.5731
H -1.8467 -3.0586 6.1640
H -2.7885 -3.8997 4.9282
H -0.8335 -4.8775 4.1336
H 0.1515 -3.9874 5.3012
H 0.8328 -4.4266 3.7186
H 2.0399 -0.2047 3.2130
H 3.5712 -0.9316 3.7276
H 2.0283 -1.5101 4.3851
H 4.5112 -2.0472 1.8753
H 4.3382 -3.7244 0.0763
H 2.1588 -4.7389 -0.4417
H -0.1046 -5.0952 0.0041
H -0.8270 -3.4777 0.0920
H -0.8230 -4.5226 1.5183
O -3.8526 -1.6950 -2.0406
S -2.8760 -0.9125 -1.3016
O -2.1530 0.0409 -2.2841
O -3.5041 -0.0679 -0.2734
O -1.8320 -1.7502 -0.6641
S -1.7190 6.7207 4.4984
C -1.5219 5.2433 3.4930
C -0.4771 5.1271 2.6053
C -0.3736 3.9430 1.8763
N -1.2657 2.9626 1.9376
C -2.2723 3.0998 2.7920
C -2.4499 4.2079 3.6011
C -0.2186 6.5421 5.4550
C 1.0077 6.9650 4.9673
C 2.1210 6.7946 5.7738
N 2.0744 6.2806 6.9908
C 0.8983 5.8761 7.4419
C -0.2781 5.9779 6.7200
H 0.2662 5.9020 2.4965
H 0.4095 3.8241 1.1442
H -2.9857 2.2858 2.8180
H -3.2806 4.2757 4.2881
H 1.0937 7.4161 3.9920
H 3.1023 7.0948 5.4294
H 0.9028 5.4496 8.4377
H -1.2170 5.6300 7.1214
C -0.0784 0.7326 -3.8389
C 0.7099 0.0847 -4.9628
As 0.2838 0.7374 -6.7790
C -1.5608 0.0996 -6.8734
C -2.5863 1.0186 -7.0604
C -3.9093 0.6135 -7.0866
C -4.2216 -0.7259 -6.9274
C -3.2076 -1.6513 -6.7467
C -1.8882 -1.2401 -6.7212
C 1.0427 -0.7753 -7.7984
C 0.5377 -1.0167 -9.0746
C 1.0359 -2.0319 -9.8686
C 2.0677 -2.8300 -9.4002
C 2.5814 -2.6068 -8.1345
C 2.0777 -1.5849 -7.3457
P -0.1262 -0.2626 -2.2275
C -0.3857 -1.9503 -2.8816
C 0.4293 -2.9956 -2.4579
C 0.2228 -4.2873 -2.9069
C -0.8357 -4.5710 -3.7542
C -1.6823 -3.5478 -4.1411
C -1.4483 -2.2511 -3.7274
C 1.8306 -0.3544 -2.2333
C 2.3948 0.5428 -1.3331
C 3.7620 0.7105 -1.2121
C 4.6117 -0.0339 -2.0113
C 4.0766 -0.9472 -2.9026
C 2.7079 -1.1144 -3.0017
H -1.1258 0.8736 -4.1111
H 0.3420 1.7130 -3.5914
H 0.5123 -0.9899 -4.9723
H 1.7825 0.2409 -4.8073
H -2.3341 2.0688 -7.1750
H -4.6997 1.3419 -7.2219
H -5.2544 -1.0480 -6.9383
H -3.4531 -2.6950 -6.6057
H -1.1052 -1.9711 -6.5631
H -0.2750 -0.3943 -9.4371
H 0.6233 -2.2015 -10.8559
H 2.4649 -3.6227 -10.0210
H 3.3813 -3.2346 -7.7621
H 2.4963 -1.4259 -6.3609
H 1.2253 -2.7940 -1.7538
H 0.8783 -5.0906 -2.5816
H -1.0115 -5.5843 -4.0938
H -2.5445 -3.7637 -4.7563
H -2.1188 -1.4654 -4.0282
H 1.7298 1.1406 -0.7097
H 4.1578 1.4269 -0.5056
H 5.6843 0.0883 -1.9480
H 4.7330 -1.5360 -3.5318
H 2.3159 -1.8514 -3.6919
S 1.7719 3.1920 3.5619
C 3.2452 3.2592 2.6721
C 4.3488 2.4939 3.0751
C 5.5493 2.5558 2.4022
C 5.6955 3.3915 1.3031
C 4.6074 4.1435 0.8811
C 3.4036 4.0860 1.5518
H 4.2326 1.8477 3.9326
H 6.3862 1.9471 2.7305
H 6.6447 3.4589 0.7821
H 4.7110 4.7832 0.0114
H 2.5684 4.6893 1.2242
*
```

=====

Model b:
C62H61AsN4O4PRbS3 | ωB97M-V/def2-TZVPD

## Properties
HOMO ... -2.263 eV
Orbital gap ... 5.697 eV
LUMO energy ... 3.43 eV

Structure (ORCA input):
```
! RIJCOSX wB97M-V def2-TZVPD def2/J DEFGRID3
* xyz -2 1
Rb -0.3800 -1.1102 0.7859
C -4.9432 -2.0174 2.4393
C -4.0706 -3.1615 2.8749
C -4.5306 -4.4716 2.8485
C -3.6925 -5.5246 3.1846
C -2.3836 -5.2669 3.5650
C -1.8863 -3.9690 3.6305
C -0.4568 -3.7015 4.0078
C -2.7521 -2.9235 3.2800
N -2.2689 -1.6031 3.2166
C -2.2638 -0.8303 4.2170
C -2.7472 -1.2199 5.5908
C -1.7355 0.5694 4.0230
C -1.8535 1.5406 5.1700
N -1.2412 0.8507 2.8960
C -0.7066 2.1130 2.5718
C -1.4564 2.9345 1.7222
C -2.8076 2.4847 1.2408
C -0.9101 4.1446 1.3165
C 0.3543 4.5292 1.7362
C 1.0877 3.6902 2.5611
C 0.5875 2.4614 2.9790
C 1.4373 1.5046 3.7708
H -5.9142 -2.3782 2.1020
H -4.4770 -1.4637 1.6187
H -5.1097 -1.3005 3.2475
H -5.5525 -4.6613 2.5365
H -4.0564 -6.5442 3.1426
H -1.7208 -6.0869 3.8170
H -0.0551 -4.5315 4.5904
H -0.3514 -2.7878 4.5940
H 0.1680 -3.5749 3.1102
H -3.0711 -2.2578 5.5983
H -3.5788 -0.5840 5.9019
H -1.9468 -1.0931 6.3226
H -1.3010 1.1805 6.0402
H -2.8981 1.6535 5.4684
H -1.4590 2.5117 4.8803
H -2.7366 1.6110 0.5878
H -3.2995 3.2688 0.6682
H -3.4637 2.1946 2.0639
H -1.4781 4.7755 0.6428
H 0.7785 5.4663 1.3965
H 2.0884 3.9731 2.8694
H 2.3570 1.9942 4.0927
H 1.7048 0.6299 3.1630
H 0.9226 1.1341 4.6603
O 3.4680 -3.0013 2.0642
S 2.3489 -2.3857 1.3488
O 2.7102 -2.1030 -0.0761
O 1.1382 -3.2647 1.3594
O 1.9554 -1.0859 1.9920
S -6.4988 -4.1565 -2.1516
C -4.8553 -3.5789 -1.7433
C -4.2949 -2.5232 -2.4388
C -3.0824 -2.0150 -1.9861
N -2.4407 -2.4985 -0.9291
C -2.9677 -3.5502 -0.3005
C -4.1706 -4.1265 -0.6671
C -7.3575 -3.2276 -0.8879
C -7.1450 -1.8689 -0.7196
C -7.8497 -1.2180 0.2853
N -8.7397 -1.8173 1.0795
C -8.9382 -3.1210 0.8927
C -8.2728 -3.8731 -0.0632
H -4.8172 -2.0531 -3.2595
H -2.6517 -1.1433 -2.4635
H -2.4103 -3.9367 0.5470
H -4.5761 -4.9580 -0.1075
H -6.4293 -1.3057 -1.3116
H -7.6699 -0.1611 0.4468
H -9.6605 -3.5936 1.5514
H -8.4501 -4.9362 -0.1586
C 2.8696 -0.1741 -2.3581
C 3.9338 0.6622 -3.0552
As 4.8798 -0.4285 -4.3947
C 5.7749 -1.6079 -3.1213
C 5.3351 -2.9228 -3.0092
C 5.8460 -3.7590 -2.0262
C 6.8193 -3.2906 -1.1581
C 7.2790 -1.9859 -1.2749
C 6.7527 -1.1464 -2.2442
C 6.3979 0.7656 -4.7460
C 7.5826 0.2256 -5.2455
C 8.6651 1.0364 -5.5493
C 8.5782 2.4111 -5.3658
C 7.4041 2.9614 -4.8749
C 6.3229 2.1437 -4.5675
P 2.1073 0.5267 -0.8176
C 3.5790 0.9815 0.1665
C 3.6040 2.1711 0.8923
C 4.6675 2.4768 1.7296
C 5.7265 1.5905 1.8588
C 5.7003 0.3933 1.1567
C 4.6358 0.0848 0.3242
C 1.5469 2.1734 -1.4655
C 0.1725 2.2957 -1.6739
C -0.3928 3.4634 -2.1683
C 0.4220 4.5469 -2.4579
C 1.7937 4.4503 -2.2547
C 2.3506 3.2759 -1.7667
H 3.2385 -1.1512 -2.0357
H 2.0315 -0.3659 -3.0349
H 4.6681 1.0466 -2.3428
H 3.4748 1.5084 -3.5702
H 4.5545 -3.2831 -3.6698
H 5.4608 -4.7646 -1.9183
H 7.1964 -3.9300 -0.3705
H 8.0222 -1.6100 -0.5827
H 7.0891 -0.1171 -2.2998
H 7.6621 -0.8479 -5.3801
H 9.5804 0.5954 -5.9258
H 9.4236 3.0467 -5.5992
H 7.3292 4.0311 -4.7213
H 5.4185 2.5902 -4.1719
H 2.7760 2.8622 0.8124
H 4.6619 3.4053 2.2908
H 6.5549 1.8195 2.5196
H 6.4982 -0.3282 1.2856
H 4.5796 -0.8864 -0.1487
H -0.4771 1.4607 -1.4297
H -1.4644 3.5264 -2.3129
H -0.0118 5.4662 -2.8339
H 2.4358 5.2963 -2.4756
H 3.4198 3.2187 -1.6020
S -5.0512 0.9486 -1.4344
C -4.4924 2.3447 -2.3102
C -4.6620 3.6509 -1.8108
C -4.2295 4.7667 -2.5116
C -3.6091 4.6346 -3.7491
C -3.4243 3.3547 -4.2613
C -3.8488 2.2386 -3.5590
H -5.1570 3.7690 -0.8543
H -4.3809 5.7537 -2.0862
H -3.2669 5.5053 -4.2954
H -2.9295 3.2248 -5.2179
H -3.6973 1.2483 -3.9717
*
```

=====

Which one sits at the bottom of the stability order? model a does.